The following is a DFT calculation (the ωB97M-V functional and the def2-TZVPD basis) of a cluster of 11 separate species, C39H74N3O27P3 in total.

XYZ file:
```
146
Properties=species:S:1:pos:R:3:forces:R:3
C -1.65180 -3.82538 4.63139 -0.3 -1.1 0.1
C -1.14558 -2.74861 3.80956 -1.1 -2.5 2.2
N -0.74224 -1.88958 3.21060 1.3 2.8 -2.1
H -2.56198 -3.57608 5.17685 0.0 0.3 0.0
H -0.92388 -4.23668 5.33071 0.3 0.5 0.1
H -1.88234 -4.68138 3.99718 -0.1 0.0 -0.2
C 0.35785 -0.05099 -5.74134 0.4 0.1 -0.6
C 1.76576 0.17398 -6.05558 3.0 0.2 -0.5
N 2.89859 0.36855 -6.28647 -2.7 -0.4 0.5
H 0.23656 -0.83679 -4.99575 0.0 0.4 0.3
H -0.13676 -0.39160 -6.65098 -0.1 0.1 0.0
H -0.01946 0.93559 -5.47225 -0.4 -0.4 0.4
C 2.29745 -3.96906 3.38384 0.7 0.6 -1.1
C 2.42937 -3.60215 1.91608 -0.7 -0.4 0.7
N 2.45489 -3.23787 0.82058 0.2 -0.3 0.6
H 1.31965 -3.70759 3.78836 0.0 0.0 -0.3
H 3.06386 -3.36230 3.86608 0.0 0.0 0.4
H 2.49667 -5.01455 3.61913 0.0 0.0 -0.4
C 1.41283 3.02576 7.05084 0.6 0.7 -0.2
C 1.66492 4.52977 6.66089 -1.5 -1.9 0.1
O 1.84235 4.60230 5.22446 -0.6 1.2 -0.4
P 1.11290 5.81242 4.40880 -0.9 2.7 -0.2
O 0.16332 6.75960 5.15919 2.4 -3.1 -1.5
O 2.38188 6.63530 3.74630 0.4 0.2 1.3
C 3.54907 7.18821 4.52882 0.0 -2.3 0.0
C 4.79979 6.39072 4.06542 0.0 0.8 -1.4
O 0.44793 5.16469 3.07079 1.1 0.6 2.1
C 1.26619 4.45948 2.10429 -0.9 -1.2 -0.1
C 0.39447 3.37336 1.43212 0.1 1.0 -0.1
H 2.28516 2.43379 6.77386 0.0 -0.1 0.1
H 1.24490 2.92149 8.12277 0.3 0.2 0.1
H 0.54659 2.53692 6.60503 0.0 0.5 -0.4
H 0.75230 5.07447 6.90283 0.3 0.4 0.2
H 2.53628 4.91673 7.18919 0.0 0.1 -0.2
H 3.61409 8.27626 4.53325 -0.2 -0.1 -1.1
H 3.49452 6.99367 5.59993 -0.8 -0.4 0.1
H 5.72490 6.62504 4.59206 -0.3 -0.1 0.6
H 4.64379 5.31817 3.94966 -0.3 0.0 0.9
H 5.09562 6.61756 3.04115 -0.4 0.5 -0.3
H 1.61044 5.21175 1.39458 0.1 -0.2 -0.1
H 2.09937 3.92260 2.55779 0.2 0.5 0.3
H 0.09183 2.52711 2.04887 0.5 0.1 0.4
H -0.55200 3.81294 1.11738 0.1 0.1 -0.4
H 0.98904 3.01589 0.59141 -0.3 -0.2 -0.2
C -9.99941 0.61049 -0.87008 -0.8 0.0 -1.4
C -9.79501 1.87786 -0.11744 0.1 0.2 0.4
O -8.39271 2.19122 -0.04119 1.1 -0.5 1.0
P -7.50654 1.49137 1.13125 0.6 1.2 -1.2
O -8.35969 1.09914 2.25939 0.8 -0.6 -0.3
O -6.63228 0.29595 0.37985 -2.3 1.1 2.1
C -5.63047 0.66088 -0.52335 2.3 0.0 -0.6
C -4.79654 -0.59316 -0.84695 -1.1 0.2 -0.5
O -6.42389 2.68423 1.38720 -3.0 -1.0 -3.3
C -5.75584 2.88770 2.55295 1.8 -0.9 1.7
C -6.62621 3.27024 3.70386 -0.3 0.0 0.4
H -11.04428 0.57506 -1.17844 -0.4 -0.3 0.4
H -9.52635 0.65839 -1.85091 0.6 -0.1 0.1
H -9.73676 -0.30371 -0.33778 0.1 0.2 0.0
H -10.24287 2.76155 -0.57199 0.0 -0.2 -0.3
H -10.26688 1.77315 0.85953 0.4 0.2 0.3
H -6.05123 1.18921 -1.37889 0.0 -0.2 -0.2
H -4.92070 1.32579 -0.03119 -0.2 0.4 0.0
H -5.42175 -1.30561 -1.38512 -0.1 -0.3 0.4
H -3.95858 -0.43474 -1.52580 0.1 0.5 0.3
H -4.44763 -0.98957 0.10659 0.1 -0.2 -0.2
H -5.23601 1.94059 2.69743 0.4 -0.1 0.9
H -4.96146 3.61984 2.40793 -0.2 0.2 -0.4
H -7.31856 2.47890 3.99114 0.2 -0.1 0.0
H -5.96773 3.51481 4.53735 -0.2 0.1 0.1
H -7.24188 4.12608 3.42710 0.1 0.2 0.1
C 9.13874 -1.13915 -3.54134 -0.6 0.7 -0.6
C 8.15758 -2.07774 -4.20606 -0.2 0.4 -0.8
O 7.72178 -3.04449 -3.27678 -1.3 -1.4 1.1
P 6.18672 -3.57240 -3.18693 -1.0 0.5 0.9
O 5.89601 -4.70938 -2.25027 0.9 2.1 -1.6
O 5.35329 -2.14146 -2.86385 2.5 -2.3 -0.7
C 4.02786 -2.13707 -2.34450 -1.3 -0.3 -0.7
C 3.06859 -1.77127 -3.49717 0.1 -0.4 1.0
O 5.85511 -3.88648 -4.74408 0.2 0.4 0.7
C 6.55786 -4.93957 -5.42382 -1.2 -2.3 0.5
C 5.70472 -6.28563 -5.44034 0.3 0.9 -0.2
H 8.72615 -0.90927 -2.55898 0.6 -0.1 0.2
H 10.18316 -1.44626 -3.59581 -0.2 -0.4 0.6
H 9.11146 -0.20492 -4.10221 0.0 0.2 -0.1
H 7.28819 -1.55282 -4.60195 0.0 0.3 0.2
H 8.59987 -2.55436 -5.08088 0.1 -0.3 0.1
H 3.76213 -3.08855 -1.88389 0.2 -0.2 -0.2
H 3.94570 -1.42082 -1.52699 0.3 0.2 -0.1
H 2.05865 -1.82617 -3.09084 -0.2 0.4 0.0
H 3.29800 -0.77447 -3.87381 -0.2 -0.1 -0.1
H 3.08494 -2.50055 -4.30710 0.4 0.0 -0.1
H 6.78158 -4.61738 -6.44079 -0.2 0.1 0.1
H 7.48373 -5.25837 -4.94503 0.2 0.7 0.3
H 5.45219 -6.71670 -4.47157 0.4 0.6 0.4
H 4.74282 -6.17291 -5.94049 0.2 0.2 -0.3
H 6.29238 -7.06247 -5.92950 0.0 0.1 -0.3
C 5.41120 1.33953 -2.20094 1.8 -2.5 0.4
C 4.92286 2.19648 -3.25921 0.6 1.9 -1.9
O 3.55447 2.31071 -2.98890 -1.7 -1.0 0.9
C 3.32015 1.83440 -1.71554 -1.6 1.5 0.9
O 2.26899 1.89197 -1.10697 1.7 -0.4 -1.6
O 4.48121 1.47635 -1.15229 0.0 -0.4 0.3
H 6.45952 1.38099 -1.90527 -0.2 1.0 0.5
H 5.40836 0.32158 -2.59066 -0.6 -0.4 0.2
H 5.12438 1.76269 -4.23866 -0.4 -0.1 -0.1
H 5.30446 3.21658 -3.30252 0.3 0.1 0.3
C -0.79921 -0.07504 0.47475 -1.4 -1.0 1.2
C 0.31955 -0.78885 -0.10733 2.2 0.5 -0.6
O 0.10713 -0.61465 -1.50368 0.7 -0.9 -1.7
C -0.93695 0.15692 -1.79621 0.0 -1.0 3.6
O -1.42984 0.30953 -2.85537 -0.3 0.8 -1.5
O -1.47530 0.61896 -0.60572 0.7 0.1 0.0
H -0.32622 0.43635 1.31312 -1.3 1.1 -0.1
H -1.38407 -0.91345 0.85306 -1.2 0.8 0.2
H 0.39348 -1.81963 0.23926 0.0 -0.1 -0.7
H 1.21901 -0.24763 0.18620 0.5 -0.4 -0.6
C -4.46251 -2.45709 2.96949 -0.7 1.1 0.9
C -4.14693 -3.36809 1.85693 0.0 0.1 -0.5
O -4.17025 -4.66562 2.52519 0.3 -0.4 -1.0
C -4.93767 -4.56908 3.62252 -0.2 -4.2 2.8
O -5.31408 -5.52495 4.38126 1.5 3.8 -3.6
O -5.11190 -3.31059 3.88852 -1.4 1.3 2.0
H -5.15804 -1.63710 2.79074 0.1 0.0 -0.4
H -3.55983 -2.02572 3.40214 0.0 -0.2 0.3
H -3.18540 -3.00085 1.49817 0.2 -1.3 -0.5
H -4.90209 -3.35030 1.07111 0.2 -0.2 -0.1
C -0.20361 -6.45098 -1.64665 0.5 -0.2 -0.1
C 0.76781 -5.52737 -0.98565 1.3 1.0 0.2
O -0.09212 -4.55607 -0.33947 1.5 0.7 1.0
C -1.29796 -4.62426 -0.79961 -3.5 1.2 -1.3
O -2.23812 -3.80083 -0.71095 3.2 -2.5 0.3
O -1.40478 -5.75270 -1.54988 -2.2 0.3 0.2
H -0.13093 -7.34648 -1.02948 -0.9 -0.5 -0.5
H -0.10236 -6.61694 -2.71918 0.6 -0.4 0.2
H 1.46255 -4.97537 -1.61869 -0.2 0.1 -0.2
H 1.39452 -6.04807 -0.26162 -0.3 0.3 0.3
C -3.73920 2.91241 -2.88101 0.0 0.6 -2.6
C -2.41088 3.58883 -3.14646 -0.7 -0.5 -0.6
O -2.04535 3.92506 -1.84665 2.8 0.1 0.2
C -3.09151 3.92570 -1.04739 1.2 1.4 2.3
O -3.05628 4.30810 0.08870 -0.2 -0.3 -0.3
O -4.14350 3.54793 -1.69868 -2.8 -1.5 -0.3
H -3.68637 1.82414 -2.91227 -0.1 0.0 0.8
H -4.33969 3.26498 -3.71959 -0.8 -0.4 0.3
H -2.57652 4.51107 -3.70335 0.2 0.1 -0.2
H -1.74740 2.91759 -3.69174 0.4 0.2 0.5
```
Positions in Å, forces in eV/Å.

Properties
- total energy (eV) = -129266.03894
- net charge = -1
- 2S+1 = 2
- LUMO energy (alpha / beta) (eV) = 1.8 / 1.8
- F_max (eV Å⁻¹) = 5.45